#a
{
  "formula": "C4H8N2",
  "method": "ωB97M-V with the def2-TZVPD basis set",
  "orbital_gap_ha": 0.4386,
  "charge": 2,
  "e_lumo_ha": -0.337,
  "symbols": ["C", "C", "C", "C", "N", "N", "H", "H", "H", "H", "H", "H", "H", "H"],
  "xyz": [[1.17, 0.09, 0.00], [-2.30, -0.20, 0.31], [-3.32, 0.39, -0.38], [3.67, 0.02, -0.03], [-1.35, -0.68, 0.79], [2.31, 0.12, -0.04], [0.05, 0.22, 0.20], [-3.34, 1.49, -0.30], [-4.13, 0.38, 0.41], [-3.42, 0.09, -1.44], [4.00, 0.93, 0.43], [4.20, 0.11, -0.94], [3.83, -1.00, 0.46], [-0.96, -1.32, 1.48]]
}



#b
{
  "formula": "C4H8N2",
  "method": "ωB97M-V with the def2-TZVPD basis set",
  "smiles": "CC1=[N+]=C1C[NH3+]",
  "orbital_gap_ha": 0.4146,
  "charge": 2,
  "e_lumo_ha": -0.357,
  "symbols": ["C", "C", "N", "C", "C", "N", "H", "H", "H", "H", "H", "H", "H", "H"],
  "xyz": [[1.18, -2.28, -1.97], [0.65, -0.83, -0.96], [0.89, 0.43, -0.68], [-0.31, -0.07, -0.31], [-1.58, 0.13, 0.43], [-1.72, 1.39, 1.22], [0.34, -2.93, -2.16], [2.07, -2.72, -1.43], [1.56, -1.57, -2.71], [-1.97, -0.76, 1.12], [-2.21, 0.16, -0.41], [-0.83, 1.60, 1.63], [-2.27, 1.27, 2.05], [-2.06, 2.21, 0.65]]
}



Top of the stability list: #a, leading by 89.9 kJ/mol.



#a
{
  "formula": "C4H7NS3",
  "method": "ωB97M-V with the def2-TZVPD basis set",
  "smiles": "C[C@@H](/C=N/S)SC=S",
  "orbital_gap_ha": 0.3152,
  "e_lumo_ha": -0.008,
  "symbols": ["C", "C", "C", "N", "S", "S", "C", "S", "H", "H", "H", "H", "H", "H", "H"],
  "xyz": [[0.13, -1.40, 1.84], [0.49, -1.04, 0.40], [-0.75, -0.81, -0.36], [-1.02, -1.66, -1.29], [-2.48, -1.71, -2.15], [1.67, 0.32, 0.31], [0.76, 1.66, 0.94], [1.20, 3.20, 1.05], [1.00, -1.68, 2.43], [-0.44, -0.53, 2.25], [-0.55, -2.25, 1.88], [1.05, -1.87, -0.07], [-1.49, -0.01, -0.12], [-2.15, -2.80, -2.88], [-0.25, 1.38, 1.21]]
}



#b
{
  "formula": "C4H7NS3",
  "method": "ωB97M-V with the def2-TZVPD basis set",
  "orbital_gap_ha": 0.2935,
  "e_lumo_ha": -0.022,
  "symbols": ["C", "C", "C", "C", "H", "H", "H", "H", "H", "H", "H", "N", "S", "S", "S"],
  "xyz": [[-1.28, -1.00, -0.40], [-0.47, -0.35, 0.76], [3.06, 0.29, -0.78], [-0.79, 1.11, 1.05], [-3.50, 0.27, -1.23], [-1.02, -0.56, -1.38], [-0.98, -2.17, -0.27], [-0.77, -0.69, 1.83], [3.46, 0.43, -1.78], [3.99, 0.68, 0.42], [-0.30, 1.45, 2.08], [1.76, -0.03, -0.73], [-3.10, -0.91, -0.18], [1.33, -0.69, 0.70], [-1.39, 2.17, -0.09]]
}



#c
{
  "formula": "C4H7NS3",
  "method": "ωB97M-V with the def2-TZVPD basis set",
  "smiles": "C[C@H]1SCSNC1=S",
  "orbital_gap_ha": 0.3086,
  "e_lumo_ha": 0.001,
  "symbols": ["C", "C", "S", "C", "S", "N", "C", "S", "H", "H", "H", "H", "H", "H", "H"],
  "xyz": [[-0.63, 2.01, 1.15], [-0.50, 1.20, -0.14], [1.21, 1.16, -0.83], [2.18, 0.07, 0.24], [1.39, -1.64, 0.15], [-0.25, -1.17, 0.48], [-1.06, -0.23, -0.05], [-2.61, -0.58, -0.33], [-1.66, 1.94, 1.58], [-0.35, 3.04, 0.97], [0.10, 1.72, 2.06], [-1.11, 1.75, -0.82], [2.36, 0.31, 1.39], [3.22, 0.04, -0.27], [-0.73, -1.99, 0.66]]
}



Top of the stability list: #c, leading by 20.8 kJ/mol.



#a
{
  "formula": "C2H5FSi",
  "method": "ωB97M-V with the def2-TZVPD basis set",
  "orbital_gap_ha": [0.3346, 0.2822],
  "e_lumo_ha": [-0.028, -0.020],
  "symbols": ["C", "C", "F", "Si", "H", "H", "H", "H", "H"],
  "xyz": [[-0.92, 0.78, -0.72], [-0.23, -0.37, -0.79], [0.14, -2.94, 0.36], [0.22, -1.37, 0.67], [-1.33, 1.31, -1.54], [-1.22, 1.45, 0.00], [-0.07, -0.88, -1.81], [2.89, -1.04, 1.50], [-0.75, -1.15, 1.63]]
}



#b
{
  "formula": "C2H5FSi",
  "method": "ωB97M-V with the def2-TZVPD basis set",
  "orbital_gap_ha": 0.3913,
  "e_lumo_ha": 0.010,
  "symbols": ["C", "C", "F", "Si", "H", "H", "H", "H", "H"],
  "xyz": [[-1.48, 0.25, -0.03], [-0.49, -0.59, -0.01], [-2.78, 0.08, -0.04], [1.33, -0.11, 0.01], [-1.19, 2.06, 0.04], [-0.74, -1.65, -0.02], [1.44, 1.34, -0.11], [1.98, -0.80, -1.10], [1.92, -0.59, 1.27]]
}



#c
{
  "formula": "C2H5FSi",
  "method": "ωB97M-V with the def2-TZVPD basis set",
  "orbital_gap_ha": 0.2833,
  "e_lumo_ha": -0.044,
  "symbols": ["C", "C", "F", "Si", "H", "H", "H", "H", "H"],
  "xyz": [[-0.39, 0.56, 0.22], [-1.70, 0.61, 0.36], [-2.51, -0.28, -0.29], [2.59, -1.29, -1.08], [0.19, 1.18, 0.87], [0.19, 0.17, -0.58], [-2.41, 1.22, 1.03], [1.91, -2.15, -0.02], [2.13, -0.03, -0.51]]
}



Top of the stability list: #a, leading by 51.9 kJ/mol.



#a
{
  "formula": "C2H3N2S2",
  "method": "ωB97M-V with the def2-TZVPD basis set",
  "smiles": "C1=NC=[NH+]SS1",
  "orbital_gap_ha": 0.2643,
  "charge": 1,
  "e_lumo_ha": -0.259,
  "symbols": ["C", "N", "C", "N", "S", "S", "H", "H", "H"],
  "xyz": [[0.60, 1.41, 0.46], [-0.56, 0.90, 0.28], [-0.99, -0.21, -0.25], [-0.31, -1.35, -0.22], [1.31, -1.48, 0.22], [2.01, 0.82, -0.34], [0.70, 2.29, 1.08], [-1.97, -0.18, -0.71], [-0.77, -2.21, -0.51]]
}



#b
{
  "formula": "C2H3N2S2",
  "method": "ωB97M-V with the def2-TZVPD basis set",
  "orbital_gap_ha": 0.2675,
  "charge": 1,
  "e_lumo_ha": -0.225,
  "symbols": ["C", "C", "N", "N", "S", "S", "H", "H", "H"],
  "xyz": [[-2.31, 0.40, 0.13], [1.68, -0.96, 0.05], [1.30, -2.10, -0.07], [-1.34, 1.27, 0.10], [1.62, 0.55, -0.19], [-3.21, -0.80, -0.13], [1.67, -3.07, -0.12], [-0.43, 1.24, 0.60], [-1.34, 1.92, -0.65]]
}



Top of the stability list: #b, leading by 7.2 kJ/mol.



#a
{
  "formula": "C13H24N4O5",
  "method": "ωB97M-V with the def2-TZVPD basis set",
  "smiles": "CNC(=O)[C@@H](CC(=O)O)NC(=O)[C@@H](CCCCN)NC(C)=O",
  "orbital_gap_ha": 0.3707,
  "e_lumo_ha": 0.012,
  "symbols": ["C", "N", "C", "O", "C", "C", "C", "O", "O", "N", "C", "O", "C", "C", "C", "C", "C", "N", "N", "C", "C", "O", "H", "H", "H", "H", "H", "H", "H", "H", "H", "H", "H", "H", "H", "H", "H", "H", "H", "H", "H", "H", "H", "H", "H", "H"],
  "xyz": [[3.41, -2.48, 1.66], [2.80, -1.18, 1.58], [3.37, -0.08, 1.03], [4.52, -0.13, 0.56], [2.60, 1.25, 0.92], [2.73, 1.85, -0.51], [3.93, 2.78, -0.68], [3.84, 3.97, -0.94], [5.15, 2.20, -0.57], [1.17, 1.16, 1.24], [0.31, 0.31, 0.64], [0.63, -0.41, -0.29], [-1.12, 0.46, 1.17], [-1.88, 1.57, 0.42], [-2.00, 1.36, -1.10], [-2.97, 0.28, -1.59], [-3.01, 0.22, -3.14], [-4.00, -0.77, -3.64], [-1.85, -0.82, 1.10], [-1.43, -1.94, 1.71], [-2.33, -3.14, 1.50], [-0.46, -2.00, 2.48], [4.18, -2.56, 0.88], [3.97, -2.65, 2.58], [2.65, -3.25, 1.54], [1.88, -1.15, 1.97], [3.09, 1.92, 1.63], [2.85, 1.00, -1.19], [1.84, 2.45, -0.73], [5.07, 1.32, -0.20], [0.80, 1.75, 1.97], [-1.12, 0.72, 2.22], [-1.35, 2.51, 0.65], [-2.86, 1.67, 0.79], [-1.02, 1.10, -1.50], [-2.29, 2.30, -1.53], [-4.01, 0.43, -1.21], [-2.65, -0.71, -1.37], [-2.00, -0.11, -3.43], [-3.21, 1.21, -3.54], [-4.10, -0.70, -4.63], [-4.89, -0.57, -3.25], [-2.61, -0.90, 0.44], [-2.48, -3.30, 0.43], [-3.29, -2.94, 1.96], [-1.85, -3.99, 1.95]]
}



#b
{
  "formula": "C13H24N4O5",
  "method": "ωB97M-V with the def2-TZVPD basis set",
  "orbital_gap_ha": 0.2361,
  "e_lumo_ha": -0.013,
  "symbols": ["C", "C", "O", "O", "C", "C", "C", "C", "N", "C", "C", "N", "C", "C", "C", "C", "N", "C", "H", "H", "H", "H", "H", "H", "H", "H", "H", "H", "H", "H", "H", "H", "H", "H", "H", "H", "H", "H", "H", "H", "H", "H", "N", "O", "O", "O"],
  "xyz": [[-1.49, 2.92, 2.24], [-1.87, 1.78, 3.27], [-0.95, 1.08, 3.65], [-3.16, 1.59, 3.77], [-3.90, 0.63, 2.99], [-3.30, -0.85, 3.05], [-2.70, -1.20, 1.60], [-1.47, -2.19, 1.71], [-0.18, -1.63, 1.24], [1.10, -2.04, 1.71], [2.08, -1.24, 1.00], [1.35, -0.37, 0.14], [2.03, 0.62, -0.73], [1.11, 1.26, -1.85], [1.66, 1.00, -3.32], [3.10, 1.64, -3.56], [4.21, 0.68, -3.28], [0.03, -0.66, 0.30], [-2.19, 3.79, 2.26], [-1.33, 2.51, 1.20], [-0.49, 3.31, 2.60], [-4.11, 0.96, 1.93], [-4.93, 0.56, 3.47], [-2.51, -0.86, 3.84], [-4.12, -1.60, 3.23], [-2.48, -0.21, 1.11], [-3.47, -1.71, 0.94], [-1.63, -3.16, 1.17], [-1.34, -2.45, 2.80], [1.32, -2.82, 2.47], [3.20, -1.28, 1.08], [2.38, 1.47, -0.07], [2.96, 0.13, -1.13], [0.05, 0.88, -1.85], [1.05, 2.38, -1.70], [1.62, -0.10, -3.59], [0.94, 1.55, -4.01], [3.20, 2.58, -2.96], [3.15, 1.91, -4.65], [3.81, -0.25, -3.08], [4.66, 1.02, -2.42], [-0.83, -0.17, -0.21], [0.86, -2.86, -4.10], [0.59, -2.48, -5.25], [0.00, -3.44, -3.41], [2.00, -2.64, -3.62]]
}



Top of the stability list: #a, leading by 916.2 kJ/mol.